89
Properties=species:S:1:pos:R:3:forces:R:3 method="wB97M-V/def2-TZVPD" spin_multiplicity=1 mol_weight_g_mol=1026.3 homo_ha=-0.340 e_lumo_ev=-0.60 homo_lumo_gap_ev=8.7
C -4.099636 -3.950192 4.628244 0.5 0.2 -0.5
B -3.798699 -3.611690 3.114214 -0.3 -0.2 0.5
O -4.091661 -4.530633 2.143292 -0.1 0.6 -0.3
C -3.078480 -2.233104 2.689685 0.3 0.0 -0.1
C -4.073165 -1.538419 1.787661 -1.1 -0.6 0.7
F -3.997674 -0.178310 1.861979 0.2 0.1 -0.3
O -5.307691 -1.916149 2.270904 0.3 0.1 -0.4
C -6.436834 -1.495428 1.503814 -0.7 -0.2 0.3
C -7.573276 -1.009744 2.449176 0.3 0.5 -0.3
C -8.221376 0.221979 1.845820 0.1 0.0 -0.3
O -7.070164 -0.622551 3.714624 -0.3 -0.1 -0.1
O -3.984502 -1.947706 0.436594 0.7 0.6 0.1
S -2.683296 -1.402226 -0.348540 0.1 0.0 -1.4
O -2.536140 -2.275523 -1.464659 -0.1 -0.3 0.5
O -2.809795 -0.012022 -0.653388 -0.3 0.0 0.5
C -1.220743 -1.650538 0.828974 0.1 -0.6 0.6
C -0.476699 -0.331355 0.941703 -0.4 0.8 -0.5
C -1.217923 0.809511 1.643160 0.4 0.4 0.4
C -0.278976 1.858032 2.257061 -0.7 -0.3 0.1
I 1.299902 2.482011 0.975982 0.1 0.0 0.1
O -0.504848 -2.631587 0.091939 -0.3 0.1 0.1
N 0.839723 -2.284712 -0.261187 0.4 0.3 -0.1
O 1.248632 -3.074307 -0.991805 0.2 -0.2 0.0
C -1.614950 -2.374779 2.174816 -0.3 0.1 0.0
I -0.348453 -1.750601 3.846438 0.0 -0.1 -0.1
P -1.076348 -4.158635 2.035547 1.0 -0.3 0.1
O 0.386044 -4.361241 2.100845 0.1 0.0 -0.2
H -3.632976 -3.221244 5.286475 -0.2 0.1 0.2
H -5.164586 -4.042642 4.830820 -0.1 0.0 0.1
H -3.617866 -4.907660 4.836022 -0.2 -0.2 0.1
H -4.841997 -5.067274 2.402474 0.1 -0.5 0.1
H -3.082888 -1.612989 3.580967 0.1 0.1 0.1
H -6.791678 -2.358298 0.941742 0.1 0.0 -0.2
H -6.198418 -0.694105 0.812363 0.4 0.0 0.0
H -8.320339 -1.802103 2.518681 0.0 -0.1 0.3
H -8.745709 -0.023618 0.922568 -0.1 -0.1 0.0
H -7.454291 0.948365 1.578140 0.1 0.1 0.1
H -8.900712 0.694888 2.547465 -0.2 -0.1 0.0
H -7.001294 -1.405077 4.262268 0.2 -0.1 0.2
H -0.275519 0.009669 -0.074212 0.1 -0.1 -0.1
H 0.498293 -0.451737 1.400623 0.0 -0.4 0.1
H -1.811159 0.449630 2.482394 -0.1 -0.1 0.0
H -1.892819 1.333519 0.977745 -0.1 -0.2 -0.2
H -0.886103 2.732794 2.468390 0.2 0.2 -0.1
H 0.106737 1.515895 3.212732 0.5 -0.1 -0.1
H -1.663456 -4.774904 3.158019 -0.4 0.3 -0.1
H -1.706167 -4.701674 0.907226 -0.3 0.1 0.1
C -4.327713 2.929424 -3.634229 0.0 0.0 0.0
C -4.171814 4.254525 -4.019651 0.0 -0.1 0.0
C -3.107760 4.997885 -3.536338 -0.1 0.1 -0.1
C -2.213690 4.393832 -2.673194 -0.1 -0.1 0.0
C -2.354501 3.077682 -2.272838 0.0 -0.2 0.1
C -3.422808 2.342233 -2.759428 -0.1 0.0 -0.1
N -1.068413 5.172511 -2.171800 -0.1 -0.1 0.0
O -0.974773 6.330587 -2.520452 0.0 0.1 0.0
O -0.287787 4.601760 -1.440522 0.1 0.0 0.1
H -5.157525 2.350979 -4.018498 0.0 0.0 0.0
H -4.878273 4.709533 -4.700001 0.0 0.0 0.0
H -2.977539 6.028433 -3.829968 0.1 0.0 0.1
H -1.643801 2.627792 -1.594564 0.1 0.1 0.0
H -3.542579 1.312133 -2.455827 0.0 0.0 0.0
C 5.041403 -3.327279 -4.683887 0.0 0.0 0.0
C 5.926994 -2.319003 -5.042177 -0.1 -0.1 0.0
C 5.930398 -1.119470 -4.350510 0.1 0.0 -0.1
C 5.041671 -0.955061 -3.304507 0.0 -0.1 -0.1
C 4.149547 -1.943092 -2.935026 -0.1 -0.1 0.1
C 4.152360 -3.138001 -3.634337 0.1 0.0 -0.1
N 5.050777 0.306650 -2.552206 0.0 0.0 0.0
O 5.832669 1.169595 -2.899733 -0.1 -0.1 -0.1
O 4.283720 0.416420 -1.618938 -0.1 0.0 0.1
H 5.045361 -4.264516 -5.224161 0.0 0.0 0.0
H 6.617723 -2.467973 -5.860200 0.0 0.0 0.0
H 6.614690 -0.329986 -4.621847 0.0 0.1 0.1
H 3.464267 -1.790382 -2.116513 0.0 0.1 0.1
H 3.461590 -3.921857 -3.356546 0.0 0.0 0.0
C 7.110944 2.094978 0.047606 0.0 0.0 0.0
C 7.737803 2.655160 -1.057013 0.2 0.1 0.2
C 8.996032 3.222281 -0.926751 0.0 0.0 -0.1
C 9.607931 3.211479 0.312976 -0.1 -0.1 0.0
C 8.998620 2.662057 1.425383 0.0 -0.1 0.2
C 7.739547 2.101473 1.286332 0.0 0.0 -0.1
N 10.952539 3.793158 0.451808 0.0 0.0 0.0
O 11.458498 4.286648 -0.534452 0.0 0.0 -0.1
O 11.478984 3.744199 1.544245 0.0 0.0 0.1
H 6.128307 1.653494 -0.060074 0.0 0.0 0.0
H 7.246249 2.653820 -2.012762 0.0 0.0 -0.1
H 9.491129 3.661544 -1.779433 0.1 0.0 0.1
H 9.495065 2.669487 2.383788 0.1 0.0 0.0
H 7.248286 1.667366 2.146200 0.0 0.0 0.0